Molecular formula: C35H31LiNOPSSbSe4
Method: DFT, ωB97M-V/def2-TZVPD

The geometry in XYZ format:
```
76
Properties=species:S:1:pos:R:3:mulliken_charge:R:1
Li 0.6427 -0.0590 -2.0084 0.94
C 0.3679 5.0578 0.9422 -1.75
C -1.1518 5.0679 1.1158 2.14
C -1.4629 5.0818 2.6203 -1.63
C -1.7022 6.3514 0.4747 -1.91
C -1.8156 3.8595 0.4619 0.47
C -3.2071 3.6978 0.5626 -0.54
C -3.8733 2.6390 -0.0259 -1.34
C -3.1368 1.7027 -0.7366 0.73
S -3.6546 0.3034 -1.6299 -0.50
C -1.9688 -0.0088 -2.0857 0.55
N -1.1329 0.8423 -1.5781 0.15
C -1.7443 1.8315 -0.8444 -1.65
C -1.0957 2.9125 -0.2482 1.00
C -1.5897 -1.0509 -3.0257 1.23
C -2.5313 -1.9952 -3.4557 -0.67
C -2.1798 -2.9243 -4.4098 -0.68
C -0.8893 -2.9032 -4.9308 -0.49
C 0.0313 -1.9705 -4.4777 -0.71
C -0.2593 -0.9926 -3.5120 -0.67
H 0.8052 5.9284 1.4332 0.37
H 0.6508 5.1077 -0.1113 0.34
H 0.8209 4.1692 1.3875 0.20
H -0.9530 5.9246 3.0918 0.46
H -1.1088 4.1649 3.0960 0.30
H -2.5327 5.1779 2.8139 0.34
H -1.1912 7.2219 0.8920 0.47
H -2.7738 6.4626 0.6517 0.35
H -1.5322 6.3398 -0.6032 0.41
H -3.7933 4.4308 1.1037 0.38
H -4.9499 2.5550 0.0560 0.38
H -0.0223 2.9875 -0.3704 -0.04
H -3.5336 -2.0014 -3.0325 0.30
H -2.8927 -3.6727 -4.7369 0.37
H -0.6088 -3.6236 -5.6946 0.36
H 1.0249 -1.9719 -4.9219 0.39
O 1.7805 -0.9596 -0.9377 -0.92
P 1.3242 -1.8752 0.1420 1.37
C 0.4602 -1.0284 1.4788 -0.03
C -0.0245 -1.7331 2.5814 -0.16
C -0.6986 -1.0565 3.5820 -0.84
C -0.8837 0.3188 3.4896 -0.49
C -0.3749 1.0228 2.4101 -0.62
C 0.3019 0.3486 1.4033 -0.22
C 2.7432 -2.6698 0.9441 0.19
C 2.8014 -4.0163 1.2870 -0.14
C 3.9469 -4.5243 1.8834 -0.70
C 5.0246 -3.6904 2.1430 -0.45
C 4.9613 -2.3428 1.8144 -0.67
C 3.8233 -1.8297 1.2134 -0.58
C 0.2592 -3.2473 -0.3746 0.74
C 0.8310 -4.2123 -1.2024 -0.72
C 0.1066 -5.3360 -1.5586 -0.84
C -1.1904 -5.4987 -1.0941 -0.50
C -1.7728 -4.5274 -0.2969 -0.67
C -1.0531 -3.3973 0.0584 -0.32
H 0.1320 -2.8043 2.6460 0.52
H -1.0797 -1.5979 4.4393 0.40
H -1.4195 0.8431 4.2713 0.43
H -0.5026 2.0952 2.3465 0.22
H 0.7340 0.8849 0.5674 0.67
H 1.9594 -4.6677 1.0890 0.36
H 3.9979 -5.5764 2.1351 0.40
H 5.9172 -4.0947 2.6044 0.37
H 5.8002 -1.6906 2.0199 0.44
H 3.7625 -0.7784 0.9466 0.31
H 1.8525 -4.0838 -1.5412 0.53
H 0.5514 -6.0871 -2.1989 0.43
H -1.7600 -6.3751 -1.3776 0.37
H -2.7956 -4.6418 0.0397 0.42
H -1.5005 -2.6460 0.6974 0.53
Se 3.9013 5.5942 -1.1794 -0.61
Sb 3.4382 3.2555 -0.8267 0.85
Se 4.2966 1.6974 -2.6918 -0.39
Se 3.3226 2.2193 1.3515 -0.56
Se 1.9693 2.0653 -2.5689 -0.15
```

Its spin multiplicity is 1. The energy above the lowest of the compared OMol25 structures with the same formula, charge and spin is 158.3 kJ/mol. Its HOMO-LUMO gap is 0.2479 Ha. The HOMO energy is -4.818 eV. As for the net charge: -1. Its LUMO energy is 0.0708 Eh.

=====

Molecular formula: CH4NO2PS
Method: DFT, ωB97M-V/def2-TZVPD

The geometry in XYZ format:
```
10
Properties=species:S:1:pos:R:3:mulliken_charge:R:1
N -0.6958 0.9308 -0.5480 -0.59
P -0.0308 0.0763 0.7369 0.52
O 1.5465 -0.4882 0.3260 -0.53
S -0.2615 1.0481 2.4753 -0.36
C -0.6486 -1.6009 0.4582 0.02
O -1.7116 -1.8381 -0.0841 -0.42
H -1.7472 1.0198 -0.5123 0.32
H -0.5449 0.2351 -1.2749 0.30
H 2.3049 -0.0115 0.6727 0.33
H -0.1905 -2.4507 0.9050 0.40
```

Its spin multiplicity is 1. The energy above the lowest of the compared OMol25 structures with the same formula, charge and spin is 33.4 kJ/mol. Its HOMO-LUMO gap is 0.3269 Ha. The HOMO energy is -9.353 eV. Its LUMO energy is -0.0168 Eh. Its SMILES is N[P@@](O)(=S)C=O.

=====

Molecular formula: C5H18O3
Method: DFT, ωB97M-V/def2-TZVPD

The geometry in XYZ format:
```
26
Properties=species:S:1:pos:R:3:mulliken_charge:R:1
C 0.0291 -0.5247 2.3323 -1.26
C -0.3133 0.1704 1.0204 -0.36
C -1.6667 0.8758 0.9879 0.57
C -2.0418 1.1276 -0.4970 -1.54
C -1.5458 2.2523 1.7014 -1.41
H 1.0133 -0.9989 2.2475 0.26
H 0.0808 0.1373 3.2003 0.35
H -0.7220 -1.2841 2.5714 0.33
H 0.4352 0.9144 0.7372 0.28
H -0.2841 -0.5885 0.2343 0.30
H -2.5008 0.3553 1.4721 0.34
H -2.0839 0.1793 -1.0147 0.38
H -1.2601 1.7367 -0.9358 0.34
H -3.0081 1.6292 -0.5921 0.40
H -1.2391 3.0502 1.0204 0.33
H -0.8458 2.2222 2.5413 0.35
H -2.5130 2.5407 2.1218 0.36
O 0.6317 1.1333 -2.6765 -0.62
H 0.8582 0.1859 -2.6406 0.36
H 0.2012 1.2744 -3.5246 0.32
O 2.0267 -3.1431 -0.0006 -0.64
H 2.1466 -2.7376 0.8660 0.31
H 1.1095 -3.4472 -0.0427 0.33
O 2.0419 -1.2649 -2.2670 -0.69
H 2.1593 -2.1285 -1.8374 0.33
H 2.6298 -0.7158 -1.7319 0.30
```

Its spin multiplicity is 1. The energy above the lowest of the compared OMol25 structures with the same formula, charge and spin is 0.0 kJ/mol. Its HOMO-LUMO gap is 0.4128 Ha. The HOMO energy is -10.770 eV. Its LUMO energy is 0.0170 Eh. Its SMILES is CCC(C)C.O.O.O.

=====

Molecular formula: C3H4N2
Method: DFT, ωB97M-V/def2-TZVPD

The geometry in XYZ format:
```
9
Properties=species:S:1:pos:R:3:mulliken_charge:R:1
C 0.9552 -0.2452 0.6518 -0.03
C 0.9157 0.0174 -0.6414 -0.50
C -1.2434 0.2394 0.0066 -0.01
N -0.3451 -0.7779 0.6152 -0.34
N -0.3876 -0.5243 -0.8386 -0.35
H 1.5371 -0.4037 1.5218 0.38
H 1.5885 0.4933 -1.2862 0.35
H -2.2629 -0.1135 -0.2220 0.22
H -0.7574 1.3144 0.1928 0.27
```

Its spin multiplicity is 1. The energy above the lowest of the compared OMol25 structures with the same formula, charge and spin is 465.3 kJ/mol. Its HOMO-LUMO gap is 0.3894 Ha. The HOMO energy is -9.402 eV. Its LUMO energy is 0.0439 Eh.

=====

Molecular formula: C25H31BrIN2STi
Method: DFT, ωB97M-V/def2-TZVPD

The geometry in XYZ format:
```
62
Properties=species:S:1:pos:R:3:mulliken_charge:R:1
Ti 10.8622 8.2472 11.1932 0.43
C 14.2295 11.9147 13.7738 -1.78
C 12.7035 11.7400 13.7297 0.75
C 12.0205 12.8717 12.9314 -1.29
C 12.2659 10.3241 13.3702 0.37
C 10.9126 9.8965 13.5602 -0.79
C 10.6680 8.5001 13.6252 -0.32
C 11.6753 7.5635 13.2703 0.31
C 11.4348 6.0758 13.4211 -1.40
C 12.8995 8.0462 12.7344 -0.68
C 13.1857 9.4361 12.7838 -0.22
H 14.5146 12.8855 14.2129 0.42
H 14.6732 11.8754 12.7763 0.43
H 14.6941 11.1159 14.3544 0.41
H 12.3765 11.7765 14.7991 0.30
H 11.9894 12.6376 11.8700 0.29
H 12.5893 13.8045 13.1046 0.41
H 11.0470 13.0262 13.3685 0.36
H 10.1500 10.6809 13.7182 0.42
H 9.7090 8.1212 14.0094 0.51
H 10.9992 5.8276 14.4071 0.37
H 12.3550 5.5153 13.2359 0.38
H 10.6928 5.7923 12.6683 0.20
H 13.7077 7.3294 12.5466 0.59
H 14.1102 9.8499 12.3096 0.46
S 10.5523 10.2826 9.8557 -0.38
C 8.9470 9.8699 10.2688 0.79
C 7.8145 10.4944 9.7057 -0.82
C 6.5712 10.0851 10.1273 -0.16
C 6.4818 9.0005 11.0755 -0.73
C 7.6048 8.3250 11.4673 -0.42
N 8.8299 8.7898 11.0610 0.27
H 8.0259 11.3298 9.0315 0.43
H 5.6660 10.5926 9.7932 0.42
H 5.4602 8.7217 11.4302 0.35
H 7.5478 7.3763 11.9812 0.50
Br 15.7828 11.6473 8.5683 -0.17
C 16.0175 10.0352 7.5648 0.09
C 16.4148 10.1739 6.2332 -0.40
C 16.6632 9.0255 5.4686 -0.48
C 16.4548 7.7458 6.0201 -0.57
C 15.9800 7.6252 7.3433 -0.40
C 15.6596 8.7859 8.0650 0.25
I 14.3055 8.5614 9.6011 0.17
H 16.5812 11.1844 5.8455 0.37
H 17.0001 9.1142 4.4283 0.35
H 16.6816 6.8628 5.4581 0.40
H 15.8578 6.6296 7.7860 0.41
C 12.1312 5.5684 8.5114 -1.59
C 10.7953 5.9196 9.1928 1.30
C 9.8183 6.4584 8.0970 -1.46
C 10.1738 4.6476 9.8045 -1.69
N 10.9269 6.8961 10.1832 -0.11
H 12.0896 4.7319 7.8159 0.44
H 12.8811 5.2987 9.2530 0.39
H 12.5200 6.4368 7.9497 0.31
H 9.6510 5.6974 7.3411 0.44
H 10.2383 7.3657 7.6385 0.33
H 8.8934 6.7784 8.5919 0.32
H 10.2069 3.8403 9.1028 0.46
H 9.1483 4.8733 10.0954 0.35
H 10.6760 4.4026 10.7328 0.35
```

Its spin multiplicity is 1. The energy above the lowest of the compared OMol25 structures with the same formula, charge and spin is 31.5 kJ/mol. Its HOMO-LUMO gap is 0.2683 Ha. The HOMO energy is -11.051 eV. As for the net charge: +1. Its LUMO energy is -0.1379 Eh.

=====

Molecular formula: C29H32N4O4S
Method: DFT, ωB97M-V/def2-TZVPD

The geometry in XYZ format:
```
70
Properties=species:S:1:pos:R:3:mulliken_charge:R:1
C -6.6426 2.4886 -1.2825 -0.92
O -5.2275 2.3464 -0.9947 -0.46
C -4.5995 1.2113 -1.4407 0.12
C -3.2396 1.0162 -1.0650 -0.14
C -2.5983 -0.1267 -1.4648 0.92
C -3.2900 -1.0772 -2.2738 -0.55
C -4.5971 -0.8846 -2.7029 -1.27
C -5.2837 0.2492 -2.2488 -0.67
N -2.3907 -2.0798 -2.6300 0.15
C -2.6223 -3.1766 -3.5624 -0.96
C -1.1819 -1.8200 -2.0558 -0.77
C -1.2057 -0.5795 -1.3855 1.07
C -0.1111 0.1284 -0.8527 -0.54
C 1.1568 -0.4887 -0.8363 0.84
C 1.5079 -1.8314 -0.5959 -1.37
N 2.8362 -2.0240 -0.8837 0.22
C 3.4890 -3.3201 -0.9538 -0.98
C 3.4026 -0.8093 -1.2467 -0.04
C 2.3972 0.2002 -1.1962 0.13
C 2.6392 1.4559 -1.7165 0.20
C 3.9255 1.7213 -2.2640 0.49
O 4.2795 2.9028 -2.8576 -0.48
C 3.2982 3.9492 -2.9816 -0.73
C 4.9386 0.7230 -2.2659 -0.85
C 4.6605 -0.5704 -1.8063 -0.91
H -6.9140 3.4282 -0.8102 0.26
H -6.8220 2.5355 -2.3616 0.35
H -7.2112 1.6609 -0.8467 0.37
H -2.7181 1.7799 -0.4770 0.50
H -5.0731 -1.6074 -3.3705 0.21
H -6.3270 0.4141 -2.5596 0.36
H -3.6811 -3.1946 -3.8398 0.32
H -1.9961 -3.0391 -4.4636 0.34
H -2.3370 -4.1385 -3.1040 0.31
H -0.3435 -2.4883 -2.2313 0.78
H -0.1362 1.2234 -0.7994 0.80
H 0.8663 -2.6602 -0.3173 0.87
H 4.5305 -3.1626 -1.2416 0.30
H 3.4487 -3.8344 0.0161 0.31
H 2.9864 -3.9491 -1.7055 0.33
H 1.8361 2.2103 -1.7414 0.31
H 3.8744 4.7801 -3.3758 0.24
H 2.5100 3.6660 -3.6870 0.31
H 2.8641 4.2077 -2.0115 0.31
H 5.8979 0.9749 -2.7102 0.45
H 5.3879 -1.3668 -1.8828 0.23
C 2.9580 2.1189 4.1707 -0.90
C 1.4887 2.4140 4.2859 -1.00
N 0.6903 1.3596 3.5714 -0.02
C 0.3420 1.6160 2.2278 0.38
O 0.6585 2.7133 1.7108 -0.78
C -0.3918 0.6413 1.5047 0.78
C -0.7963 -0.5270 2.2159 0.42
O -1.4773 -1.4317 1.7036 -0.74
N -0.4381 -0.6341 3.5686 -0.05
C -0.8629 -1.8878 4.2807 -1.04
C 0.1937 -2.9371 4.1225 -0.83
C 0.4858 0.1719 4.2338 0.28
S 1.2435 -0.2469 5.6829 -0.27
H 3.5214 2.8844 4.7180 0.35
H 3.1885 1.1404 4.6142 0.29
H 3.2428 2.1421 3.1102 0.26
H 1.1599 2.3664 5.3321 0.48
H 1.2015 3.3473 3.7985 0.38
H -1.1517 1.0437 0.8390 -0.51
H -0.9818 -1.5939 5.3306 0.52
H -1.8043 -2.1508 3.8063 0.38
H -0.1241 -3.8516 4.6351 0.36
H 0.3299 -3.1468 3.0487 0.19
H 1.1396 -2.5958 4.5727 0.29
```

Its spin multiplicity is 1. The energy above the lowest of the compared OMol25 structures with the same formula, charge and spin is 460.7 kJ/mol. Its HOMO-LUMO gap is 0.2226 Ha. The HOMO energy is -7.169 eV. Its LUMO energy is -0.0409 Eh.

=====

- Which value of energy above the lowest of the compared OMol25 structures with the same formula, charge and spin does entry 1 give?
  158.3 kJ/mol

=====

- Which value of LUMO energy does entry 2 give?
  -0.0168 Eh

=====

Please write out number 3 again, unchanged.
Molecular formula: C5H18O3
Method: DFT, ωB97M-V/def2-TZVPD

The geometry in XYZ format:
```
26
Properties=species:S:1:pos:R:3:mulliken_charge:R:1
C 0.0291 -0.5247 2.3323 -1.26
C -0.3133 0.1704 1.0204 -0.36
C -1.6667 0.8758 0.9879 0.57
C -2.0418 1.1276 -0.4970 -1.54
C -1.5458 2.2523 1.7014 -1.41
H 1.0133 -0.9989 2.2475 0.26
H 0.0808 0.1373 3.2003 0.35
H -0.7220 -1.2841 2.5714 0.33
H 0.4352 0.9144 0.7372 0.28
H -0.2841 -0.5885 0.2343 0.30
H -2.5008 0.3553 1.4721 0.34
H -2.0839 0.1793 -1.0147 0.38
H -1.2601 1.7367 -0.9358 0.34
H -3.0081 1.6292 -0.5921 0.40
H -1.2391 3.0502 1.0204 0.33
H -0.8458 2.2222 2.5413 0.35
H -2.5130 2.5407 2.1218 0.36
O 0.6317 1.1333 -2.6765 -0.62
H 0.8582 0.1859 -2.6406 0.36
H 0.2012 1.2744 -3.5246 0.32
O 2.0267 -3.1431 -0.0006 -0.64
H 2.1466 -2.7376 0.8660 0.31
H 1.1095 -3.4472 -0.0427 0.33
O 2.0419 -1.2649 -2.2670 -0.69
H 2.1593 -2.1285 -1.8374 0.33
H 2.6298 -0.7158 -1.7319 0.30
```

Its spin multiplicity is 1. The energy above the lowest of the compared OMol25 structures with the same formula, charge and spin is 0.0 kJ/mol. Its HOMO-LUMO gap is 0.4128 Ha. The HOMO energy is -10.770 eV. Its LUMO energy is 0.0170 Eh. Its SMILES is CCC(C)C.O.O.O.